Entry 1:
ORCA calculation (ωB97M-V with the def2-TZVPD basis set) on 2 unconnected molecules or ions with the total composition C4H7IN2S at a distorted geometry.

* total charge: 0
* frontier orbital gap: 9.643 eV
* ΔE to the lowest compared entry with this formula, charge and spin: 0.7635 eV
* E: -26175.570 eV

XYZ file:
```
15
C4H7IN2S | OMol25 | ωB97M-V with the def2-TZVPD basis set
C 1.4151 0.6122 1.7865
N 0.5368 0.1678 0.7734
C -0.0372 -0.9334 0.8046
C -1.0601 -1.3510 -0.2551
N -1.5705 -0.2226 -0.8930
C -1.3132 0.9631 -1.0004
S -1.1937 2.4937 -1.3714
H 2.4295 0.8750 1.3136
H 0.9067 1.5065 2.3521
H 1.5741 -0.0845 2.6249
H 0.2235 -1.7277 1.6938
H -0.4731 -1.9511 -0.8460
H -1.9225 -1.8929 0.2251
I 0.8651 0.9622 -4.0000
H -0.3805 0.5829 -3.2080
```

Population analysis type natural (NBO), resulting atomic charges in e: C -0.43; N -0.42; C 0.15; C -0.27; N -0.48; C 0.26; S 0.00; H 0.22; H 0.22; H 0.17; H 0.14; H 0.23; H 0.22; I -0.09; H 0.08


Entry 2:
ORCA calculation (ωB97M-V with the def2-TZVPD basis set) on a single C8H8BrClN2S molecule at a distorted geometry.

* total charge: 0
* frontier orbital gap: 7.150 eV
* ΔE to the lowest compared entry with this formula, charge and spin: 1.7056 eV
* E: -104801.834 eV

XYZ file:
```
21
C8H8BrClN2S | OMol25 | ωB97M-V with the def2-TZVPD basis set
C 3.2549 -1.0773 -0.4694
N 1.9827 -0.4063 -0.6273
C 0.7477 -1.3103 -0.8203
N -0.4180 -1.0122 -0.1015
C -0.7980 0.2542 -0.0576
C -1.9871 0.7534 0.6335
C -2.9946 -0.2106 1.1288
Br -4.2969 -0.5317 -0.3200
C -2.0650 2.0447 0.7739
S -0.7139 2.8758 0.0167
C -0.1097 1.3888 -0.5993
C 1.6849 0.8196 -0.3753
Cl 2.6534 2.1536 0.0005
H 3.8788 -0.4134 0.0899
H 3.1999 -1.9624 0.1341
H 3.5614 -1.3436 -1.4333
H 0.8907 -2.2762 -0.3885
H 0.5533 -1.3945 -1.9086
H -3.5774 0.1866 1.8100
H -2.5348 -1.1476 1.3673
H -2.9124 2.6095 1.1464
```

Population analysis type natural (NBO), resulting atomic charges in e: C -0.41; N -0.37; C -0.07; N -0.57; C 0.17; C -0.14; C -0.38; Br -0.06; C -0.30; S 0.34; C -0.40; C 0.33; Cl 0.10; H 0.22; H 0.23; H 0.22; H 0.22; H 0.18; H 0.20; H 0.25; H 0.24


Question: Which value of total charge does entry 1 give?
Answer: 0


What did the first record say?
ORCA calculation (ωB97M-V with the def2-TZVPD basis set) on 2 unconnected molecules or ions with the total composition C4H7IN2S at a distorted geometry.

* total charge: 0
* frontier orbital gap: 9.643 eV
* ΔE to the lowest compared entry with this formula, charge and spin: 0.7635 eV
* E: -26175.570 eV

XYZ file:
```
15
C4H7IN2S | OMol25 | ωB97M-V with the def2-TZVPD basis set
C 1.4151 0.6122 1.7865
N 0.5368 0.1678 0.7734
C -0.0372 -0.9334 0.8046
C -1.0601 -1.3510 -0.2551
N -1.5705 -0.2226 -0.8930
C -1.3132 0.9631 -1.0004
S -1.1937 2.4937 -1.3714
H 2.4295 0.8750 1.3136
H 0.9067 1.5065 2.3521
H 1.5741 -0.0845 2.6249
H 0.2235 -1.7277 1.6938
H -0.4731 -1.9511 -0.8460
H -1.9225 -1.8929 0.2251
I 0.8651 0.9622 -4.0000
H -0.3805 0.5829 -3.2080
```

Population analysis type natural (NBO), resulting atomic charges in e: C -0.43; N -0.42; C 0.15; C -0.27; N -0.48; C 0.26; S 0.00; H 0.22; H 0.22; H 0.17; H 0.14; H 0.23; H 0.22; I -0.09; H 0.08